ORCA calculation (the ωB97M-V functional and the def2-TZVPD basis) on a molecular structure, C30H44N2O6P2Ru in a non-equilibrium geometry.

```
! wB97M-V def2-TZVPD RIJCOSX def2/J DEFGRID3
* xyz 1 6
Ru 0.7087 -1.5633 -2.1899
C -0.5979 -2.5148 0.6517
C 0.7191 -2.5909 -0.1554
C 0.9721 -1.4001 1.8931
C -0.4137 -1.7340 1.7772
C 1.6839 -1.9288 0.8416
C -1.7602 -3.4335 0.6097
H -1.7053 -4.2158 -0.1551
H -2.7063 -2.8746 0.4982
H -1.8600 -3.9539 1.5896
C -1.4199 -1.4276 2.8222
H -2.2924 -2.0928 2.8053
H -1.7548 -0.3902 2.6852
H -0.9801 -1.4794 3.8244
C 1.5229 -0.7394 3.1052
H 0.9590 -0.9973 4.0184
H 1.4255 0.3545 2.9809
H 2.5787 -0.9845 3.3099
C 3.1325 -2.2075 1.0297
H 3.3096 -2.6859 2.0203
H 3.7009 -1.2601 1.0787
H 3.5910 -2.8712 0.2823
C 1.0807 -4.0456 -0.3503
H 1.1380 -4.4354 0.6707
H 2.0436 -4.1942 -0.8450
H 0.3326 -4.6142 -0.9107
C -1.3087 0.3493 -4.4816
C -1.4913 -0.9535 -4.8075
C -0.6281 -1.7293 -5.7196
C 0.8569 -1.3337 -5.5961
C 1.2420 -0.8917 -4.1519
C 1.4898 0.4519 -4.0142
C 0.9530 1.5125 -4.9424
C -0.5338 1.3150 -5.3344
H -0.9589 -1.5640 -6.7570
H 1.0678 -0.5598 -6.3592
H -0.7373 -2.8025 -5.5135
H -0.5943 0.9820 -6.3874
H -1.9965 0.8125 -3.7555
H -2.4779 -1.4130 -4.6782
H -1.0398 2.2908 -5.3019
H 1.0519 2.4914 -4.4410
H 2.2080 0.9524 -3.3142
H 1.5330 1.6096 -5.8719
H 1.4645 -2.1954 -5.9110
H 1.7364 -1.7178 -3.5760
P -1.0993 0.2461 -0.6487
C -2.6861 1.1162 -0.4610
C -1.6022 -1.1888 -1.7451
P 1.5270 0.4473 -1.4965
C -0.1295 1.3588 -1.8200
C 3.2153 -0.4160 -1.7459
C 2.0292 1.5789 -0.1716
H -2.5933 1.7066 0.4637
H -3.4528 0.3379 -0.3340
H -2.8693 1.7482 -1.3395
H -1.8436 -0.9213 -2.7548
H -2.5852 -1.3655 -1.3113
H -1.1499 -2.2027 -1.7263
H 2.5115 2.3618 -0.7913
H 2.7619 1.1415 0.5221
H 1.2163 2.0534 0.4048
H -0.0930 2.4236 -1.6151
H -0.3138 1.1260 -2.8582
H 3.9095 0.0783 -1.0606
H 3.5228 -0.2680 -2.7776
H 3.1434 -1.4971 -1.5561
O -0.1909 3.6264 1.6040
C -0.5392 2.6049 2.2363
O -0.6823 1.4137 1.8110
C -0.8046 2.7936 3.7237
C -0.7240 1.7022 4.5937
C -0.9385 1.8521 5.9752
C -1.2780 3.1013 6.5188
C -1.3702 4.2006 5.6495
C -1.1182 4.0563 4.2620
N -1.7677 5.4838 6.1645
O -1.9982 5.5673 7.3922
O -1.8654 6.4485 5.3764
N -0.7953 0.6837 6.8174
O -0.4778 -0.3893 6.2837
O -0.9943 0.7987 8.0369
H -0.4817 0.7204 4.2121
H -1.4737 3.2149 7.5818
H -1.1636 4.9299 3.6101
*
```

Output
* E_tot: -68225.119 eV
* ⟨S²⟩: 8.791
* orbital gap (alpha / beta): 0.2307 / 0.1965 hartree